DFT (ωB97M-V/def2-TZVPD) results for a 6-piece molecular cluster, C23H61N3O7 overall.

Last column: Mulliken charge in e.
Atoms and positions in Å:
C (6.44, -30.77, 11.70)  -1.459
C (7.97, -30.66, 11.63)  0.578
C (8.68, -30.83, 12.95)  -1.361
O (8.44, -31.66, 10.77)  -0.429
H (6.00, -30.78, 10.70)  0.310
H (6.00, -29.90, 12.17)  0.422
H (6.04, -31.67, 12.18)  0.401
H (8.02, -29.66, 11.20)  0.288
H (8.17, -30.43, 13.82)  0.376
H (9.71, -30.48, 12.86)  0.316
H (8.74, -31.90, 13.14)  0.337
H (7.85, -32.43, 10.78)  0.238
C (9.21, -36.90, 9.28)  -1.501
C (8.38, -36.16, 8.23)  0.410
C (8.01, -34.84, 8.85)  -0.868
O (9.17, -35.91, 7.05)  -0.565
H (8.48, -36.98, 10.10)  0.381
H (9.98, -36.33, 9.80)  0.402
H (9.50, -37.89, 8.94)  0.384
H (7.53, -36.81, 8.02)  0.279
H (7.39, -34.34, 8.10)  -0.069
H (8.91, -34.22, 8.97)  0.322
H (7.42, -34.80, 9.77)  0.485
H (10.11, -36.04, 7.21)  0.320
C (6.85, -32.26, 5.81)  -1.174
C (6.58, -30.99, 6.63)  1.248
C (7.16, -31.27, 7.99)  -1.421
O (7.19, -29.88, 6.18)  -0.505
H (6.71, -31.96, 4.77)  0.095
H (6.08, -32.91, 6.22)  0.316
H (7.90, -32.54, 5.91)  0.444
H (5.52, -30.76, 6.72)  -0.147
H (6.70, -32.17, 8.39)  0.277
H (7.22, -30.49, 8.75)  0.320
H (8.18, -31.61, 7.84)  0.330
H (6.90, -29.63, 5.30)  0.092
C (9.97, -30.40, 3.19)  -0.370
O (9.73, -31.06, 1.87)  -0.423
C (8.88, -30.39, 0.95)  -0.549
C (7.41, -30.33, 1.22)  -0.542
N (7.06, -29.27, 2.27)  0.812
C (5.63, -28.97, 2.39)  -0.921
C (5.14, -27.91, 1.41)  -0.813
O (5.04, -28.49, 0.12)  -0.305
C (4.32, -27.72, -0.81)  -0.824
H (10.50, -29.44, 3.20)  0.247
H (10.68, -31.02, 3.73)  0.383
H (9.14, -30.07, 3.82)  -0.028
H (8.95, -30.90, -0.01)  0.352
H (9.15, -29.34, 0.89)  0.195
H (7.05, -31.25, 1.69)  0.330
H (6.91, -30.25, 0.25)  0.390
H (7.55, -28.43, 1.99)  -0.202
H (5.46, -28.60, 3.40)  0.364
H (5.08, -29.91, 2.29)  0.411
H (5.84, -27.09, 1.23)  0.245
H (4.17, -27.58, 1.76)  0.638
H (4.27, -28.21, -1.79)  0.253
H (4.78, -26.74, -0.95)  0.319
H (3.34, -27.48, -0.40)  0.315
C (3.73, -32.00, 4.03)  -0.803
C (2.42, -31.21, 4.31)  0.724
C (2.21, -30.54, 5.74)  -0.905
O (2.08, -31.47, 6.89)  -0.258
C (0.84, -32.00, 7.11)  -0.698
N (2.16, -30.31, 3.18)  -0.662
H (3.66, -32.57, 3.10)  0.444
H (3.91, -32.75, 4.80)  0.324
H (4.58, -31.33, 3.98)  -0.179
H (1.65, -31.99, 4.26)  0.100
H (1.39, -29.83, 5.75)  0.419
H (3.02, -29.83, 5.89)  0.243
H (0.12, -31.31, 7.55)  0.269
H (1.05, -32.86, 7.75)  0.221
H (0.40, -32.26, 6.15)  0.311
H (2.10, -30.90, 2.37)  0.313
H (2.78, -29.54, 2.96)  0.195
C (6.92, -25.60, 4.61)  -1.284
C (8.27, -26.23, 4.32)  1.153
C (9.00, -25.86, 2.95)  -1.155
O (8.27, -26.64, 1.94)  -0.184
C (8.55, -26.19, 0.63)  -1.020
N (9.23, -25.85, 5.35)  -0.774
H (6.31, -25.97, 3.79)  0.172
H (6.91, -24.51, 4.63)  0.322
H (6.54, -25.98, 5.55)  0.445
H (8.36, -27.31, 4.34)  -0.259
H (10.02, -26.21, 3.05)  0.422
H (8.99, -24.78, 2.84)  0.400
H (9.63, -26.35, 0.58)  0.363
H (8.34, -25.12, 0.61)  0.320
H (8.02, -26.77, -0.14)  0.275
H (8.83, -25.99, 6.27)  0.306
H (9.93, -26.58, 5.32)  0.292

The HOMO energy is -8.67 eV. Its total energy is -43637.363 eV. The multiplicity is 1. As for the structure (SMILES): COC[C@H](C)N.COC[C@H](C)N.COCCNCCOC.CC(C)O.CC(C)O.CC(C)O. For the lowest unoccupied orbital energy, the calculation gives 0.655 eV. For the frontier orbital gap, the calculation gives 9.32 eV.



DFT (ωB97M-V/def2-TZVPD) results for a 9-piece molecular cluster, C23H62ClO26S8 overall.

Last column: Mulliken charge in e.
Atoms and positions in Å:
Cl (0.20, -0.62, 1.23)  1.446
O (1.61, -0.75, 1.51)  -0.712
O (-0.19, 0.78, 1.26)  -0.496
O (0.17, -1.09, -0.10)  -0.440
O (-0.52, -1.45, 2.08)  -0.607
O (1.50, 4.88, 4.37)  -0.649
S (2.12, 4.23, 3.21)  1.294
O (1.57, 4.60, 1.92)  -0.645
O (3.68, 4.66, 3.20)  -0.342
C (4.49, 4.38, 2.10)  0.740
C (5.92, 4.28, 2.63)  -1.376
C (2.28, 2.44, 3.29)  -0.648
H (4.45, 5.09, 1.28)  0.284
H (4.34, 3.37, 1.70)  -0.570
H (6.18, 5.33, 2.75)  0.368
H (6.63, 3.88, 1.91)  0.401
H (6.00, 3.67, 3.53)  0.315
H (3.36, 2.32, 3.21)  0.406
H (1.82, 2.08, 2.37)  -0.001
H (1.89, 2.04, 4.22)  0.410
O (-5.15, -1.42, 4.17)  -0.563
S (-4.35, -2.62, 3.96)  1.153
O (-4.80, -3.98, 4.33)  -0.650
O (-3.75, -2.52, 2.39)  -0.091
C (-3.07, -3.64, 1.89)  -0.589
C (-2.84, -3.21, 0.37)  -0.647
C (-2.77, -2.28, 4.86)  -0.581
H (-3.53, -4.62, 2.05)  0.464
H (-2.12, -3.79, 2.40)  0.234
H (-2.13, -2.38, 0.38)  -0.176
H (-3.77, -3.03, -0.17)  0.302
H (-2.39, -4.01, -0.21)  0.489
H (-2.05, -3.10, 4.80)  0.362
H (-3.08, -1.96, 5.85)  0.416
H (-2.32, -1.46, 4.30)  -0.177
O (-3.96, -3.46, -2.76)  -0.604
S (-2.78, -3.82, -3.55)  1.164
O (-2.14, -5.12, -3.37)  -0.652
O (-3.06, -3.48, -5.16)  -0.232
C (-4.25, -3.95, -5.66)  -0.213
C (-4.64, -3.24, -6.98)  -1.249
C (-1.48, -2.46, -3.27)  -0.459
H (-5.11, -3.84, -5.00)  0.331
H (-4.22, -5.03, -5.85)  0.312
H (-5.50, -3.71, -7.45)  0.372
H (-3.88, -3.31, -7.76)  0.318
H (-4.82, -2.18, -6.82)  0.316
H (-1.60, -2.25, -2.21)  -0.160
H (-1.78, -1.63, -3.90)  0.367
H (-0.48, -2.83, -3.49)  0.374
O (-1.61, 3.45, -4.30)  -0.671
S (-1.39, 2.31, -3.39)  1.079
O (-2.16, 1.07, -3.28)  -0.482
O (0.19, 1.83, -3.52)  -0.513
C (0.65, 0.76, -2.68)  1.042
C (1.94, 0.21, -3.37)  -1.209
C (-1.27, 2.97, -1.57)  -0.503
H (-0.10, -0.03, -2.66)  -0.158
H (0.86, 1.15, -1.68)  -0.069
H (2.57, -0.35, -2.67)  0.099
H (2.61, 0.97, -3.76)  0.368
H (1.66, -0.54, -4.11)  0.381
H (-0.44, 3.66, -1.67)  0.474
H (-0.90, 2.17, -0.92)  -0.221
H (-2.22, 3.46, -1.36)  0.410
O (7.63, 3.04, -2.92)  -0.602
S (7.35, 1.96, -2.01)  1.102
O (8.39, 1.44, -1.12)  -0.600
O (6.00, 2.39, -1.14)  -0.342
C (5.54, 1.48, -0.14)  -0.442
C (4.14, 1.29, -0.40)  -0.754
C (6.51, 0.66, -2.99)  -0.426
H (5.62, 1.89, 0.87)  0.248
H (6.13, 0.57, -0.26)  0.467
H (4.04, 0.86, -1.40)  -0.167
H (3.43, 2.11, -0.44)  0.567
H (3.54, 0.61, 0.21)  0.322
H (5.77, 1.17, -3.61)  0.223
H (6.02, -0.08, -2.36)  -0.022
H (7.32, 0.23, -3.58)  0.459
O (-3.40, 2.88, 0.54)  -0.614
S (-4.49, 1.88, 0.41)  1.044
O (-5.57, 1.68, 1.38)  -0.636
O (-5.14, 2.15, -1.11)  -0.214
C (-6.51, 2.52, -1.17)  -0.367
C (-6.72, 3.90, -0.55)  -1.047
C (-3.73, 0.27, 0.11)  0.093
H (-7.15, 1.80, -0.66)  0.313
H (-6.91, 2.45, -2.18)  0.396
H (-5.89, 4.53, -0.84)  0.246
H (-6.72, 3.88, 0.54)  0.298
H (-7.66, 4.34, -0.90)  0.397
H (-3.03, 0.05, 0.91)  -0.503
H (-3.21, 0.25, -0.85)  0.094
H (-4.43, -0.56, 0.02)  0.419
O (6.38, -3.71, -0.37)  -0.662
S (5.10, -2.96, -0.17)  0.955
O (4.86, -1.66, -0.86)  -0.487
O (3.78, -4.00, -0.44)  -0.433
C (2.49, -3.50, -0.26)  0.822
C (1.72, -4.85, -0.33)  -1.433
C (4.87, -2.77, 1.66)  -0.761
H (2.26, -2.75, -1.02)  -0.089
H (2.37, -3.07, 0.73)  0.079
H (1.90, -5.39, -1.26)  0.362
H (0.67, -4.81, -0.04)  0.248
H (2.15, -5.51, 0.43)  0.409
H (5.81, -2.41, 2.09)  0.408
H (4.65, -3.73, 2.11)  0.361
H (4.13, -1.99, 1.83)  0.127
C (-1.40, 2.92, 5.30)  -0.958
S (-1.16, 1.30, 4.52)  0.777
O (-0.94, 0.25, 5.64)  -0.731
C (-2.85, 1.12, 3.83)  0.099
H (-1.94, 2.82, 6.24)  0.358
H (-1.98, 3.59, 4.67)  0.301
H (-0.40, 3.35, 5.40)  0.266
H (-3.51, 0.76, 4.62)  0.379
H (-2.69, 0.38, 3.04)  -1.064
H (-3.19, 2.07, 3.42)  0.579

The HOMO energy is -6.84 eV. As for the charge: -1. Its total energy is -177284.188 eV. The multiplicity is 1. For the lowest unoccupied orbital energy, the calculation gives 1.971 eV. For the frontier orbital gap, the calculation gives 8.81 eV.



Q: Among the records above, which one has the lowest lowest unoccupied orbital energy?
A: C23H61N3O7



Q: Which value of frontier orbital gap does entry 2 give?
A: 8.81 eV



Q: Which value of lowest unoccupied orbital energy does entry 2 give?
A: 1.971 eV